# 1
ORCA calculation (ωB97M-V/def2-TZVPD) on a 10-piece molecular cluster, C5H27NO10 overall at a distorted geometry.

Properties
Energy in Ha: -1013.87673
Energy relative to the best compared isomer or geometry (same formula, charge and spin) in eV: 2.4922
Orbital gap in eV: 10.7
Structure (SMILES): C=NCCCC=O.O.O.O.O.O.O.O.O.O
2S+1: 1
Charge: 0
HOMO in eV: -10.23

XYZ file:
```
43
C5H27NO10 (ωB97M-V/def2-TZVPD)
O 2.795 1.432 -0.698
C 3.370 0.553 -0.100
C 2.856 0.036 1.244
C 2.610 -1.473 1.149
C 1.626 -1.857 0.028
C 0.012 -0.182 -0.457
N 0.338 -1.205 0.260
H 4.253 0.101 -0.503
H 1.919 0.566 1.564
H 3.571 0.245 2.035
H 2.198 -1.817 2.128
H 3.560 -2.047 1.019
H 1.978 -1.636 -0.995
H 1.421 -2.937 0.055
H 0.623 0.303 -1.221
H -0.934 0.329 -0.324
H 0.070 -1.237 2.325
H -0.671 -1.234 3.672
O 0.096 -0.828 3.199
H 0.283 -1.639 -3.808
H -0.363 -0.419 -3.015
O 0.085 -1.280 -2.979
H -1.635 1.488 -2.241
H -1.902 1.310 -3.742
O -1.582 0.801 -3.004
H -1.229 1.540 1.981
H -0.109 0.801 2.773
O -0.342 1.679 2.370
H -2.668 -1.537 -0.299
H -1.780 -1.738 0.838
O -2.660 -1.461 0.662
H -2.229 2.053 -0.297
H -0.931 2.679 -0.724
O -1.822 2.480 -1.020
H -2.357 -0.639 -2.266
H -1.500 -1.901 -2.224
O -2.425 -1.539 -2.007
H 0.370 2.416 1.036
H 1.387 2.286 -0.168
O 0.601 2.744 0.093
H -2.711 0.188 0.951
H -3.491 1.433 1.558
O -2.683 1.141 1.152
```

Atom-resolved charges from natural (NBO), all expressed in e: number 1, O, carries -0.5467; number 2, C, carries 0.4680; number 3, C, carries -0.5342; number 4, C, carries -0.4119; number 5, C, carries -0.2574; number 6, C, carries -0.0112; number 7, N, carries -0.5280; number 8, H, carries 0.1242; number 9, H, carries 0.2444; number 10, H, carries 0.2422; number 11, H, carries 0.2312; number 12, H, carries 0.2156; number 13, H, carries 0.1954; number 14, H, carries 0.2105; number 15, H, carries 0.1791; number 16, H, carries 0.1853; number 17, H, carries 0.4999; number 18, H, carries 0.4869; number 19, O, carries -0.9633; number 20, H, carries 0.4808; number 21, H, carries 0.5125; number 22, O, carries -0.9959; number 23, H, carries 0.5148; number 24, H, carries 0.4904; number 25, O, carries -1.0295; number 26, H, carries 0.4966; number 27, H, carries 0.5018; number 28, O, carries -1.0160; number 29, H, carries 0.5083; number 30, H, carries 0.4806; number 31, O, carries -0.9780; number 32, H, carries 0.4936; number 33, H, carries 0.5136; number 34, O, carries -0.9819; number 35, H, carries 0.4915; number 36, H, carries 0.5043; number 37, O, carries -0.9947; number 38, H, carries 0.5092; number 39, H, carries 0.4884; number 40, O, carries -1.0267; number 41, H, carries 0.5170; number 42, H, carries 0.4945; number 43, O, carries -1.0052

***

# 2
ORCA calculation (ωB97M-V/def2-TZVPD) on a 10-piece molecular cluster, C5H27NO10 overall at a distorted geometry.

Properties
Energy in Ha: -1013.81693
Energy relative to the best compared isomer or geometry (same formula, charge and spin) in eV: 4.1193
Orbital gap in eV: 10.2
Structure (SMILES): C=CCCNC=O.O.O.O.O.O.O.O.O.O
2S+1: 1
Charge: 0
HOMO in eV: -9.83

XYZ file:
```
43
C5H27NO10 (ωB97M-V/def2-TZVPD)
O -1.571 3.162 1.147
C -1.365 2.373 2.072
N -0.938 1.153 1.667
C -0.635 -0.010 2.458
C 0.902 -0.392 2.281
C 0.927 -1.319 1.035
C 0.218 -2.430 1.046
H -1.216 2.657 3.118
H -0.724 0.980 0.687
H -0.780 0.220 3.549
H -1.280 -0.854 2.281
H 1.478 -0.906 3.101
H 1.452 0.513 2.040
H 1.420 -0.855 0.193
H -0.178 -2.856 1.982
H 0.038 -3.040 0.148
H 3.499 -0.621 -1.597
H 3.251 0.825 -0.828
O 3.108 0.274 -1.597
H 1.565 0.406 -2.601
H 0.746 1.421 -1.783
O 0.657 0.737 -2.450
H 2.564 3.095 -1.279
H 1.134 2.994 -0.551
O 2.093 2.861 -0.484
H -4.609 -0.196 0.032
H -2.948 -0.052 -0.114
O -3.746 -0.151 0.447
H -0.548 -2.553 -1.789
H 0.247 -1.393 -2.192
O -0.074 -2.227 -2.559
H 3.504 -2.199 -0.382
H 2.606 -2.690 -1.692
O 3.375 -2.249 -1.325
H -0.104 4.467 -0.977
H -1.012 3.383 -0.443
O -0.413 3.563 -1.202
H -1.968 -2.800 0.589
H -3.065 -2.214 1.428
O -2.347 -2.862 1.466
H -2.448 -0.009 -2.684
H -0.973 0.033 -2.281
O -1.845 -0.239 -1.957
```

Atom-resolved charges from natural (NBO), all expressed in e: number 1, O, carries -0.6737; number 2, C, carries 0.5457; number 3, N, carries -0.5992; number 4, C, carries -0.2233; number 5, C, carries -0.4621; number 6, C, carries -0.2225; number 7, C, carries -0.4112; number 8, H, carries 0.1529; number 9, H, carries 0.4037; number 10, H, carries 0.1984; number 11, H, carries 0.2293; number 12, H, carries 0.2275; number 13, H, carries 0.2168; number 14, H, carries 0.2122; number 15, H, carries 0.2272; number 16, H, carries 0.1811; number 17, H, carries 0.5064; number 18, H, carries 0.4965; number 19, O, carries -1.0240; number 20, H, carries 0.5183; number 21, H, carries 0.4918; number 22, O, carries -1.0002; number 23, H, carries 0.4795; number 24, H, carries 0.4938; number 25, O, carries -1.0044; number 26, H, carries 0.4875; number 27, H, carries 0.5158; number 28, O, carries -1.0056; number 29, H, carries 0.4598; number 30, H, carries 0.4715; number 31, O, carries -0.9342; number 32, H, carries 0.4983; number 33, H, carries 0.5152; number 34, O, carries -0.9719; number 35, H, carries 0.4754; number 36, H, carries 0.5102; number 37, O, carries -0.9770; number 38, H, carries 0.4654; number 39, H, carries 0.4933; number 40, O, carries -0.9461; number 41, H, carries 0.4783; number 42, H, carries 0.5042; number 43, O, carries -1.0011

***

# 3
ORCA calculation (ωB97M-V/def2-TZVPD) on a 8-piece molecular cluster, C5H27NO7 overall at a distorted geometry.

Properties
Energy in Ha: -788.05512
Energy relative to the best compared isomer or geometry (same formula, charge and spin) in eV: 2.8805
Orbital gap in eV: 8.9
Structure (SMILES): CCN(C)CC.O.O.O.O.O.O.O
2S+1: 1
Charge: 0
HOMO in eV: -8.85

XYZ file:
```
40
C5H27NO7 (ωB97M-V/def2-TZVPD)
C -1.934 -1.602 0.863
N -0.469 -1.424 1.092
C -0.363 -0.769 2.503
C 1.002 -0.137 2.648
C 0.270 -2.676 1.110
C -2.279 -1.521 -0.629
H -2.525 -0.867 1.335
H -2.167 -2.597 1.230
H -0.788 -1.432 3.259
H -1.152 -0.012 2.236
H 1.245 0.219 3.657
H 1.791 -0.805 2.339
H 1.101 0.829 2.179
H -0.015 -3.380 0.315
H 0.435 -3.189 2.076
H 1.326 -2.404 0.913
H -1.926 -2.260 -1.298
H -3.410 -1.516 -0.772
H -2.091 -0.496 -0.997
H 3.657 -2.476 1.628
H 3.566 -1.005 1.123
O 3.299 -1.911 0.938
H 0.623 0.631 -2.590
H -0.687 0.330 -1.915
O -0.314 0.916 -2.580
H 2.604 -0.616 -3.115
H 1.751 -1.025 -4.210
O 1.651 -0.694 -3.285
H 0.232 2.944 -1.569
H -1.239 3.245 -1.981
O -0.532 3.507 -1.384
H 0.964 1.575 0.135
H -0.155 2.716 0.246
O 0.352 2.066 0.770
H 0.656 -0.128 -0.201
H 1.767 -0.465 -1.181
O 1.394 0.287 -0.710
H -2.096 2.912 -0.369
H -2.954 3.193 0.842
O -3.018 2.885 -0.068
```

Atom-resolved charges from natural (NBO), all expressed in e: number 1, C, carries -0.2252; number 2, N, carries -0.4748; number 3, C, carries -0.2234; number 4, C, carries -0.6693; number 5, C, carries -0.4732; number 6, C, carries -0.6142; number 7, H, carries 0.2036; number 8, H, carries 0.1749; number 9, H, carries 0.1810; number 10, H, carries 0.2077; number 11, H, carries 0.2112; number 12, H, carries 0.2031; number 13, H, carries 0.2650; number 14, H, carries 0.1999; number 15, H, carries 0.1755; number 16, H, carries 0.2389; number 17, H, carries 0.2091; number 18, H, carries 0.2156; number 19, H, carries 0.1954; number 20, H, carries 0.4787; number 21, H, carries 0.4846; number 22, O, carries -0.9466; number 23, H, carries 0.4981; number 24, H, carries 0.4643; number 25, O, carries -0.9831; number 26, H, carries 0.4706; number 27, H, carries 0.4908; number 28, O, carries -0.9445; number 29, H, carries 0.5000; number 30, H, carries 0.4949; number 31, O, carries -0.9644; number 32, H, carries 0.4910; number 33, H, carries 0.4833; number 34, O, carries -1.0144; number 35, H, carries 0.5221; number 36, H, carries 0.4931; number 37, O, carries -1.0054; number 38, H, carries 0.4743; number 39, H, carries 0.4671; number 40, O, carries -0.9550

***

# 4
ORCA calculation (ωB97M-V/def2-TZVPD) on a 9-piece molecular cluster, C5H28N2O9 overall at a distorted geometry.

Properties
Energy in Ha: -993.90362
Energy relative to the best compared isomer or geometry (same formula, charge and spin) in eV: 4.5510
Orbital gap in eV: 9.6
Structure (SMILES): CCC[C@H](N)C(N)=O.O.O.O.O.O.O.O.O
2S+1: 1
Charge: 0
HOMO in eV: -9.33

XYZ file:
```
44
C5H28N2O9 (ωB97M-V/def2-TZVPD)
N -1.767 -0.858 -1.055
C -0.891 -0.251 0.022
C 0.530 -0.029 -0.663
C 1.565 -0.835 0.190
C 2.532 -0.098 1.097
C -1.382 1.147 0.419
N -0.750 1.642 1.554
O -2.141 1.689 -0.304
H -2.266 -0.197 -1.392
H -2.358 -1.518 -0.704
H -0.918 -1.010 0.853
H 0.458 -0.346 -1.753
H 0.874 1.036 -0.709
H 0.906 -1.604 0.773
H 2.235 -1.544 -0.336
H 3.416 -0.622 1.505
H 2.801 0.710 0.438
H 2.024 0.355 1.919
H -0.968 2.658 1.788
H -0.211 1.161 2.118
H -0.613 1.065 4.307
H 0.908 1.157 4.510
O 0.226 1.045 3.892
H 0.712 0.196 -4.098
H -0.056 1.388 -3.518
O 0.669 1.128 -4.061
H 2.203 -1.807 -3.407
H 3.023 -0.627 -3.543
O 2.788 -1.258 -2.915
H -2.103 0.765 3.104
H -2.150 -0.197 4.176
O -2.373 0.673 3.987
H 2.771 1.493 -2.351
H 2.414 3.007 -2.572
O 3.159 2.410 -2.364
H -0.574 -2.055 -4.160
H -0.442 -2.066 -2.764
O 0.134 -2.273 -3.487
H -3.870 0.445 -0.022
H -4.647 -0.904 -0.069
O -3.801 -0.517 0.282
H -0.219 -0.931 2.928
H -0.963 -2.242 2.979
O -0.882 -1.381 3.403
```

Atom-resolved charges from natural (NBO), all expressed in e: number 1, N, carries -0.8280; number 2, C, carries -0.1510; number 3, C, carries -0.4306; number 4, C, carries -0.3973; number 5, C, carries -0.6156; number 6, C, carries 0.6905; number 7, N, carries -0.8428; number 8, O, carries -0.6455; number 9, H, carries 0.3477; number 10, H, carries 0.3692; number 11, H, carries 0.2038; number 12, H, carries 0.2425; number 13, H, carries 0.2083; number 14, H, carries 0.1560; number 15, H, carries 0.2358; number 16, H, carries 0.2193; number 17, H, carries 0.2158; number 18, H, carries 0.1875; number 19, H, carries 0.4081; number 20, H, carries 0.4049; number 21, H, carries 0.5004; number 22, H, carries 0.4840; number 23, O, carries -0.9920; number 24, H, carries 0.4767; number 25, H, carries 0.4741; number 26, O, carries -0.9492; number 27, H, carries 0.4840; number 28, H, carries 0.4599; number 29, O, carries -0.9419; number 30, H, carries 0.4698; number 31, H, carries 0.4882; number 32, O, carries -0.9424; number 33, H, carries 0.4790; number 34, H, carries 0.4727; number 35, O, carries -0.9501; number 36, H, carries 0.4681; number 37, H, carries 0.4915; number 38, O, carries -0.9626; number 39, H, carries 0.4958; number 40, H, carries 0.4734; number 41, O, carries -0.9679; number 42, H, carries 0.4836; number 43, H, carries 0.4790; number 44, O, carries -0.9530